Molecular formula: C32H24BaCl3N4O3
Method: DFT, ωB97M-V with the def2-TZVPD basis set

The geometry in XYZ format:
```
67
Properties=species:S:1:pos:R:3:forces:R:3:lowdin_charge:R:1
Ba -0.06217 0.01223 -0.14165 -0.009 -0.124 -0.018 1.904
O 1.37543 -1.22140 1.60586 0.167 0.108 -0.044 -0.308
C 2.56857 -1.60889 1.80707 -0.011 -0.056 0.088 -0.421
C 2.82187 -2.73119 2.66349 -0.046 -0.004 0.001 -0.034
C 4.07959 -3.20967 2.90848 0.027 0.033 -0.023 -0.117
C 5.20913 -2.60784 2.32615 -0.017 -0.031 0.024 -0.136
C 5.00790 -1.52515 1.50693 0.001 0.034 -0.025 -0.086
C 3.73269 -0.99689 1.22681 0.025 -0.057 0.030 -0.155
C 3.72192 0.15567 0.35138 0.080 0.082 -0.017 -0.141
N 2.74104 0.86265 -0.06270 -0.192 -0.145 -0.016 -0.060
C 3.05826 1.95722 -0.96012 0.031 0.086 -0.006 -0.247
C 2.33656 1.81915 -2.30040 0.101 -0.026 -0.071 -0.246
N 0.90666 1.90745 -2.12314 -0.226 -0.133 0.330 -0.063
C 0.26629 2.80983 -2.75338 0.117 0.060 -0.114 -0.129
C -1.15116 3.11035 -2.70862 -0.075 0.042 -0.015 -0.148
C -1.62070 3.98353 -3.70529 0.041 -0.003 -0.001 -0.087
C -2.93914 4.35513 -3.81483 -0.044 -0.001 0.013 -0.137
C -3.84550 3.84294 -2.87251 0.040 0.002 -0.010 -0.119
C -3.42525 3.00960 -1.87007 -0.017 -0.019 0.031 -0.035
C -2.06132 2.60100 -1.72123 -0.043 0.072 0.077 -0.411
O -1.71915 1.85846 -0.74298 0.044 0.120 -0.180 -0.322
H 1.94900 -3.19875 3.10359 0.005 -0.002 0.003 0.102
H 4.20428 -4.06962 3.55828 0.004 -0.001 0.002 0.091
H 6.20449 -2.98792 2.51343 -0.001 -0.003 0.002 0.081
H 5.86564 -1.04429 1.04462 -0.004 0.005 -0.003 0.097
H 4.73413 0.44105 0.01847 -0.010 0.004 0.006 0.110
H 4.14116 2.03442 -1.14290 -0.002 -0.027 0.005 0.103
H 2.73118 2.89726 -0.50083 0.012 0.000 -0.005 0.110
H 2.57845 0.83578 -2.71883 0.014 0.010 0.003 0.108
H 2.71931 2.58457 -2.99399 -0.038 0.017 0.010 0.106
H 0.82679 3.45824 -3.44886 0.007 -0.028 0.001 0.113
H -0.90044 4.36698 -4.42298 0.010 -0.007 0.006 0.097
H -3.26792 5.01904 -4.60330 0.000 -0.002 0.001 0.081
H -4.89461 4.11316 -2.93344 0.000 0.004 -0.005 0.091
H -4.12263 2.62049 -1.13766 -0.001 0.000 -0.002 0.102
C 0.20888 3.20155 3.87052 -0.024 -0.005 0.030 -0.056
C -0.74725 2.87214 4.81510 0.011 -0.004 -0.020 -0.068
C -1.58573 1.79672 4.57823 -0.012 0.006 0.027 -0.017
C -1.44882 1.07403 3.39549 0.031 0.041 -0.003 -0.200
N -0.53160 1.40322 2.48577 -0.023 -0.090 -0.041 0.063
C 0.27252 2.43021 2.72062 0.029 -0.005 -0.033 -0.116
C -2.31780 -0.10302 3.07830 -0.027 -0.045 -0.032 -0.204
C -3.26993 -0.58722 3.97087 -0.013 -0.008 0.023 -0.018
C -4.04449 -1.67623 3.60617 0.009 0.005 -0.017 -0.068
C -3.85448 -2.25621 2.36461 -0.010 0.013 0.043 -0.051
C -2.88140 -1.71433 1.53792 0.018 -0.018 -0.067 -0.106
N -2.13611 -0.67251 1.88716 0.061 0.049 -0.100 0.054
H 0.88710 4.03077 4.01542 0.007 -0.003 -0.010 0.102
H -0.84263 3.44350 5.72969 0.003 0.003 -0.001 0.104
H -2.33498 1.53568 5.31066 -0.005 -0.012 -0.010 0.096
H 1.00815 2.64128 1.95066 0.000 0.002 0.001 0.108
H -3.41371 -0.13426 4.94055 0.014 0.012 -0.003 0.096
H -4.78896 -2.06384 4.29012 -0.001 -0.005 -0.002 0.104
H -4.43893 -3.10518 2.03891 0.007 -0.001 -0.012 0.104
H -2.68804 -2.12725 0.55102 0.002 -0.002 0.003 0.105
Cl 0.25796 -5.92198 -5.73865 0.000 -0.005 -0.006 0.598
C -0.10716 -4.73798 -4.50329 -0.023 0.014 0.018 -0.696
C 0.92370 -4.12171 -3.81630 0.044 0.008 0.011 -0.157
C 0.62097 -3.18813 -2.84620 -0.050 -0.029 -0.038 -0.572
Cl 1.92160 -2.43065 -1.96769 0.011 0.087 0.021 0.695
C -0.70303 -2.79971 -2.49809 -0.035 -0.031 0.014 -0.537
O -0.96747 -1.92897 -1.61062 -0.038 0.020 0.116 -0.359
C -1.70071 -3.49159 -3.24135 0.032 0.014 0.023 -0.588
Cl -3.36218 -3.11824 -2.87742 -0.010 -0.005 -0.001 0.655
C -1.42579 -4.42803 -4.21628 0.003 -0.015 -0.015 -0.161
H 1.95488 -4.36606 -4.03024 -0.001 -0.002 0.001 0.098
H -2.23489 -4.91055 -4.74654 0.002 -0.001 0.001 0.096
```
Positions in Å, forces in eV/Å.

**HOMO-LUMO gap**: 6.62 eV
**HOMO**: -4.59 eV
**Max |F|**: 0.42 eV/A
**Energy relative to the best compared isomer or geometry (same formula, charge and spin)**: 0.000 eV
**Total energy**: -83943.8713 eV
**Net charge**: -1
**Lowest unoccupied orbital energy**: 2.03 eV